Molecular formula: C32H29F4N3O2PPb
Method: DFT, the ωB97M-V functional and the def2-TZVPD basis

Gap between HOMO and LUMO, eV: 7.165
Relative energy (zero: lowest compared OMol25 entry of this formula, charge and spin), kJ/mol: 0.00
Max |F|, hartree/bohr: 0.00675
Net charge: -1
HOMO, eV: -4.6
M, g/mol: 801.77

Last column: Mulliken charge in e.
Geometry (Å):
F (1.716, -0.321, 3.024)  -0.406
N (2.145, 0.017, 0.412)  -0.443
C (3.537, -1.771, 3.279)  0.363
H (-3.934, 1.819, 2.330)  0.477
H (0.015, -1.749, -3.577)  0.335
H (-8.045, 2.854, -2.185)  0.366
H (0.125, 0.639, -3.615)  0.368
C (3.014, -0.781, 1.090)  0.476
P (-3.148, 0.600, -0.288)  0.671
C (-4.061, 0.185, 3.712)  -0.779
H (-4.050, -1.618, 4.880)  0.368
F (4.539, -1.393, -0.665)  -0.405
Pb (-0.068, -0.582, 0.681)  1.144
N (0.308, -0.529, -1.875)  1.098
H (2.096, -0.335, -2.983)  0.307
F (6.011, -2.851, 0.931)  -0.359
O (-1.725, -4.120, 1.266)  -0.675
H (0.358, 4.872, 1.038)  0.377
C (-0.774, 1.706, 0.443)  -1.069
H (3.477, 0.481, -1.177)  0.568
H (-3.073, -2.084, 0.756)  0.403
C (-3.574, -2.000, 2.825)  -0.519
C (-3.526, -0.065, 1.376)  0.107
C (-4.740, 1.349, -0.808)  -0.031
C (1.663, -5.242, 1.075)  -0.500
H (-3.842, 2.158, -2.585)  0.358
H (-4.313, 0.819, 4.554)  0.394
C (-1.650, 4.389, 0.457)  -0.628
C (-0.191, 0.664, -2.562)  -1.369
H (2.045, -6.104, 0.527)  0.303
C (0.273, -5.428, 1.662)  -0.419
H (-3.402, -3.061, 2.947)  0.477
C (2.412, 0.408, -0.962)  -1.363
C (-0.268, -1.719, -2.515)  -0.952
C (-2.536, 3.369, 0.134)  -0.143
C (-5.934, 1.202, -0.109)  -0.458
N (0.204, -3.590, 0.120)  0.058
C (-3.386, -1.437, 1.567)  -0.537
H (1.991, 1.407, -1.105)  0.535
F (3.201, -1.878, 4.580)  -0.349
C (-2.101, 2.045, 0.125)  0.877
C (1.476, -4.076, 0.105)  0.214
C (0.083, 2.753, 0.784)  -0.352
O (2.394, -3.641, -0.588)  -0.683
C (4.937, -2.239, 1.464)  0.514
C (-7.123, 2.434, -1.803)  -0.455
C (1.786, -0.571, -1.954)  -0.763
C (-3.856, 0.745, 2.463)  -0.104
C (4.652, -2.431, 2.800)  -0.789
H (-3.565, 3.610, -0.110)  0.349
C (-5.937, 2.586, -2.512)  -0.640
C (-0.337, 4.079, 0.782)  -0.794
H (2.419, -4.960, 1.810)  0.095
H (-0.188, -6.386, 1.418)  0.262
H (-5.940, 0.667, 0.833)  0.325
C (-3.918, -1.189, 3.894)  -0.413
C (-0.540, -4.313, 1.000)  0.082
H (-1.355, -1.672, -2.435)  0.212
H (-1.279, 0.680, -2.520)  0.279
C (2.763, -0.981, 2.468)  0.138
H (-5.932, 3.125, -3.452)  0.386
C (-7.117, 1.737, -0.605)  -0.705
H (2.116, -1.582, -1.704)  0.431
H (5.266, -3.054, 3.431)  0.469
H (0.082, -2.612, -2.003)  0.185
C (4.165, -1.453, 0.631)  0.170
H (0.183, 1.572, -2.095)  0.319
C (-4.763, 2.040, -2.023)  -0.227
H (1.114, 2.525, 1.049)  0.436
H (-8.037, 1.612, -0.047)  0.385
H (-1.986, 5.419, 0.460)  0.381
H (0.222, -5.307, 2.744)  0.262

Forces on atoms 1 to 3 (eV/Å):
F 0.0 0.0 0.0
N 0.0 0.0 0.0
C 0.0 0.0 0.0